# 1
# C29H24BrIrN4O7

C29H24BrIrN4O7 as an isolated structure (ωB97M-V with the def2-TZVPD basis set, the OMol25 dataset).

Each line ends with the Mulliken charge.
Geometry (Å):
Ir: -0.0168 1.0998 0.1864  1.386
Br: 7.3419 1.1722 0.9225  -0.079
C: 5.4971 1.3410 1.0831  -0.075
C: 4.9346 1.6558 2.3044  -0.543
C: 3.5598 1.7480 2.3799  -0.410
C: 2.7178 1.5178 1.2579  0.325
O: 1.4641 1.5880 1.4749  -0.637
C: 3.3233 1.2261 -0.0308  0.586
C: 2.6261 1.0375 -1.2672  -0.431
N: 1.2587 1.0922 -1.4025  0.331
C: 0.6475 0.9950 -2.5540  1.388
C: 1.2907 1.0308 -3.8564  -1.029
C: 0.5392 0.8939 -4.9856  -0.909
C: -0.8557 0.7115 -4.9301  -0.878
C: -1.5475 0.6834 -3.6735  0.787
C: -2.9304 0.5178 -3.5544  -0.685
C: -3.5020 0.4805 -2.2994  -1.031
C: -2.6950 0.6165 -1.1790  -0.222
N: -1.3790 0.7919 -1.2884  0.287
C: -0.8097 0.8243 -2.5012  0.710
C: 4.6969 1.1411 -0.0725  -0.927
H: 5.5579 1.8217 3.1708  0.459
H: 3.0669 1.9845 3.3142  0.537
H: 3.2223 0.7949 -2.1343  0.239
H: 2.3533 1.1975 -3.9338  0.442
H: 1.0264 0.9305 -5.9506  0.432
H: -1.4232 0.5811 -5.8418  0.461
H: -3.5381 0.4228 -4.4455  0.483
H: -4.5673 0.3552 -2.1708  0.466
H: -3.0992 0.5921 -0.1774  0.485
H: 5.1855 0.9277 -1.0145  0.538
O: -4.6534 3.0596 3.8417  -0.525
C: -3.6266 2.6937 3.0627  0.925
C: -3.1275 3.4913 2.0351  -0.468
C: -2.0739 3.0219 1.2875  0.105
N: -1.5299 1.8231 1.5165  -0.137
C: -1.9989 1.0570 2.5095  0.417
C: -3.0419 1.4501 3.3057  -0.762
C: -1.2858 -0.2591 2.6661  0.046
O: -1.6228 -1.0410 3.5307  -0.722
O: -0.3412 -0.4147 1.8016  -0.725
C: -1.4630 3.8428 0.1648  0.115
O: -1.9737 4.9086 -0.1137  -0.709
O: -0.4432 3.2810 -0.3761  -0.616
H: -4.9692 3.9413 3.6039  0.317
H: -3.5251 4.4707 1.7994  0.527
H: -3.3866 0.8039 4.1006  0.632
O: 0.2969 -1.3492 -0.7301  -0.119
C: 0.8943 -2.3729 -0.4178  -0.384
C: 1.7245 -2.4934 0.8306  0.136
C: 1.1459 -3.6665 1.6523  -1.020
C: -0.3924 -3.7992 1.5660  0.171
C: -0.9334 -4.6359 0.3883  -0.785
C: -0.7178 -4.0238 -1.0000  -0.567
N: 0.6756 -3.5423 -1.1102  -0.179
H: 1.6093 -1.5612 1.3794  -0.269
H: 2.7832 -2.6441 0.5985  0.523
H: 1.4320 -3.5127 2.6926  0.512
H: 1.6080 -4.6093 1.3445  0.381
H: -0.8401 -2.8015 1.5714  -0.386
H: -0.7347 -4.2812 2.4817  0.428
H: -2.0034 -4.8001 0.5349  0.406
H: -0.4613 -5.6245 0.4140  0.281
H: -1.3690 -3.1662 -1.1593  0.184
H: -0.9147 -4.7485 -1.7880  0.386
H: 1.3138 -4.2710 -0.8154  0.392

Summary:
- Orbital gap (spin up / spin down): 6.05 / 5.01 eV
- E_LUMO (spin up / spin down): -3.748 / -6.481 eV
- 2S+1: 6
- HOMO energy (spin up / spin down): -9.80 / -11.49 eV
- Total energy: -123628.9426 eV
- Charge: +1
- ΔE to the lowest compared entry with this formula, charge and spin: 52.5 kJ/mol



# 2
# C4H10OS

A 2-piece molecular cluster, C4H10OS overall in a non-equilibrium geometry (ωB97M-V with the def2-TZVPD basis set, the OMol25 dataset).

Each line ends with the Mulliken charge.
Geometry (Å):
C: -2.4407 -2.0477 -1.7940  -0.802
C: -2.0326 -2.4398 -0.4229  0.197
O: -2.0600 -3.6281 -0.2030  -0.468
H: -2.9149 -2.8654 -2.3104  0.290
H: -1.5506 -1.5962 -2.3745  0.218
H: -3.1537 -1.2168 -1.8225  0.280
H: -1.8706 -1.6413 0.3926  0.284
C: 3.1908 1.8717 0.9865  -0.839
C: 1.7867 1.3828 1.2889  -0.467
S: 0.5472 2.0576 0.0558  -0.249
H: 3.3689 2.9582 1.1463  0.296
H: 3.7265 1.4255 0.1319  0.291
H: 3.6980 1.2844 1.8204  0.255
H: 1.7619 0.3124 1.1267  0.283
H: 1.5332 1.5579 2.3386  0.327
H: 0.5790 3.3839 0.2343  0.104

Summary:
- Orbital gap: 9.94 eV
- E_LUMO: 0.777 eV
- 2S+1: 1
- HOMO energy: -9.16 eV
- SMILES: CC=O.CCS
- Total energy: -17191.6099 eV
- Charge: 0
- ΔE to the lowest compared entry with this formula, charge and spin: 117.3 kJ/mol



# 3
# C10H10ClF5OTeTi

C10H10ClF5OTeTi as an isolated structure in a non-equilibrium geometry (ωB97M-V with the def2-TZVPD basis set, the OMol25 dataset).

Each line ends with the Mulliken charge.
Geometry (Å):
C: 1.4355 -2.0435 1.8766  -0.317
C: 1.4854 -1.9158 0.4376  -0.502
C: 0.1465 -1.9465 -0.0534  -0.654
H: 2.3847 -1.8459 -0.1647  0.472
C: -0.7279 -2.1697 1.0635  -0.199
C: 0.0665 -2.1992 2.2565  -0.426
H: -0.2751 -2.4457 3.2578  0.445
H: 2.2963 -2.1736 2.5395  0.391
H: -0.1610 -1.9111 -1.0933  0.492
H: -1.7869 -2.4167 0.9803  0.421
Ti: 0.3771 -0.1401 1.2199  0.966
Cl: 2.1651 1.1430 1.2996  -0.522
C: 0.6677 2.6524 -3.3740  -0.522
C: -0.5640 2.0102 -3.7146  -0.574
C: -0.2530 0.7718 -4.3595  -0.541
H: -1.5648 2.4095 -3.5456  0.366
C: 1.1710 0.6499 -4.4191  -0.546
C: 1.7397 1.8124 -3.8101  -0.532
H: 2.8044 2.0338 -3.7253  0.355
H: 0.7720 3.6268 -2.8961  0.363
H: -0.9737 0.0613 -4.7686  0.369
H: 1.7247 -0.1685 -4.8823  0.365
F: -2.5406 0.6044 5.4943  -0.398
Te: -1.8646 0.6218 3.7090  2.158
F: -3.4497 1.3760 3.0045  -0.394
F: -2.5629 -1.1441 3.4766  -0.425
F: -1.1201 2.3452 3.9588  -0.379
F: -0.2220 -0.1831 4.3326  -0.444
O: -1.1700 0.5849 1.8992  -0.788

Summary:
- Orbital gap (spin up / spin down): 1.96 / 2.15 eV
- E_LUMO (spin up / spin down): -0.596 / -0.489 eV
- 2S+1: 2
- HOMO energy (spin up / spin down): -2.55 / -2.64 eV
- Total energy: -69100.1129 eV
- Charge: -1
- ΔE to the lowest compared entry with this formula, charge and spin: 202.9 kJ/mol